Entry 1:
C31H38AsClN6O3RuS2SeSi as an isolated structure. Source: the OMol25 dataset; level of theory: ωB97M-V/def2-TZVPD.

Computed properties:
HOMO energy (spin up / spin down), eV: -10.066 / -10.073
Net charge: +1
Multiplicity: 2
Expectation value of S²: 0.76
LUMO level (spin up / spin down), eV: -3.8 / -3.8
HOMO-LUMO gap (spin up / spin down), eV: 6.3 / 6.3

Structure (XYZ):
```
85
Properties=species:S:1:pos:R:3:forces:R:3
Ru 0.024448 0.011940 0.170928 -0.45 -0.29 -0.50
C -1.106991 -3.812992 3.635218 -0.01 0.01 0.01
N -1.608661 -3.632772 2.282417 0.00 -0.02 -0.02
C -2.698736 -4.277477 1.729154 -0.01 0.01 0.02
C -2.812772 -3.851138 0.463520 0.01 0.02 0.00
N -1.776814 -2.941677 0.233597 -0.03 -0.02 0.01
C -1.041489 -2.812298 1.374457 -0.02 0.02 -0.01
S 0.296635 -1.845673 1.715508 0.17 -0.02 -0.28
C -1.519059 -2.447328 -1.077502 -0.07 0.02 -0.03
C -1.727005 -3.329383 -2.126588 0.00 0.00 0.06
C -1.617999 -2.867528 -3.422342 0.03 0.04 -0.03
C -1.319486 -1.530745 -3.620174 0.04 -0.05 -0.07
C -1.070474 -0.737603 -2.522290 0.01 -0.02 0.10
N -1.157429 -1.177492 -1.252425 0.01 0.05 0.06
H -1.841383 -4.379663 4.200517 0.00 -0.01 0.00
H -0.952434 -2.839143 4.095769 0.00 0.00 -0.01
H -0.159656 -4.349006 3.617880 0.00 0.00 0.00
H -3.304053 -4.962018 2.295272 0.00 -0.01 0.00
H -3.542790 -4.078485 -0.290127 0.00 0.00 0.00
H -1.928743 -4.369640 -1.919619 -0.01 0.00 0.00
H -1.751538 -3.540097 -4.259492 -0.01 0.01 0.01
H -1.241865 -1.107577 -4.610041 0.03 -0.01 -0.04
H -0.777965 0.296772 -2.632483 0.02 0.00 0.00
C 1.234576 4.280499 0.724175 0.03 0.05 0.00
As 2.408746 2.761588 0.664774 0.00 -0.06 -0.05
C 3.105394 2.473150 -1.101001 -0.10 0.12 -0.04
C 3.915764 3.260467 1.747204 0.01 -0.01 -0.01
S 1.623266 0.995444 1.571186 -0.03 0.30 0.47
H 1.737524 5.132232 0.266787 0.02 0.01 0.01
H 1.023494 4.492165 1.771048 0.00 -0.01 0.00
H 0.322121 4.037802 0.187556 0.05 0.01 0.06
H 3.233226 3.430892 -1.603874 0.02 0.02 0.02
H 2.404768 1.845822 -1.643553 -0.02 -0.04 0.00
H 4.065350 1.970642 -0.994657 -0.02 -0.02 -0.02
H 4.399198 4.134256 1.312144 0.00 0.00 0.01
H 4.615648 2.428386 1.780703 0.00 0.00 0.00
H 3.575077 3.488592 2.754784 -0.01 0.00 0.00
Se -1.746628 0.760534 4.959234 0.00 0.03 0.02
N -3.361116 1.171026 4.370891 -0.01 -0.01 0.00
C -3.310541 1.078360 3.057270 -0.01 -0.01 0.00
C -4.409422 1.333548 2.185391 0.01 -0.01 -0.01
C -4.183930 1.195364 0.859956 0.00 0.01 0.02
C -2.895440 0.809669 0.381175 -0.01 0.04 -0.11
N -1.856808 0.550845 1.127716 0.20 0.05 0.18
C -2.035215 0.688495 2.495698 -0.04 -0.05 -0.01
N -1.070533 0.469961 3.356317 0.03 0.06 0.02
H -5.365720 1.627051 2.595931 0.00 0.01 0.00
H -4.958202 1.379606 0.128933 -0.01 0.00 0.01
H -2.743072 0.741804 -0.687158 0.02 -0.02 0.01
C -1.616072 3.292448 -4.316152 0.00 -0.01 0.02
Si -1.116143 4.030831 -2.673101 -0.01 0.05 -0.06
C -2.556120 4.918117 -1.878315 0.01 0.00 0.01
C 0.318290 5.208164 -2.907812 0.00 -0.01 0.02
C -0.604421 2.658357 -1.564777 -0.01 -0.05 -0.01
C -0.306012 1.700641 -0.867049 0.08 -0.08 0.00
H -1.800020 4.071369 -5.058909 -0.01 0.00 0.01
H -2.529475 2.701580 -4.218981 0.01 -0.01 0.00
H -0.830133 2.640295 -4.703226 0.00 0.01 -0.01
H -2.951409 5.696966 -2.533745 0.01 0.00 0.00
H -2.257774 5.390856 -0.940070 0.00 -0.01 0.00
H -3.366905 4.220435 -1.658747 -0.01 0.01 0.00
H 0.046928 6.009764 -3.598068 0.00 0.00 0.00
H 1.187316 4.693945 -3.323114 0.01 -0.01 0.00
H 0.611695 5.671767 -1.963407 0.00 0.00 -0.02
C 2.802793 -5.352486 -3.480022 0.00 -0.01 0.01
C 2.375899 -4.195182 -4.332783 -0.03 0.04 0.05
C 1.624086 -4.370746 -5.482090 -0.01 0.01 -0.04
C 1.231510 -3.278332 -6.245397 -0.02 -0.04 0.02
Cl 0.254375 -3.528784 -7.664739 0.02 -0.01 0.01
C 1.590885 -1.999151 -5.880941 -0.07 0.08 0.02
C 2.325340 -1.803363 -4.716258 0.00 0.01 0.00
C 2.716135 -2.891084 -3.951686 -0.10 -0.09 -0.04
O 3.465083 -2.788215 -2.814138 0.15 0.08 0.02
C 3.291829 -1.626009 -2.042494 -0.08 -0.02 -0.04
C 1.891196 -1.569887 -1.432208 0.04 -0.10 0.10
O 1.236185 -2.581910 -1.288911 0.04 0.02 -0.06
O 1.564042 -0.359529 -1.060302 0.11 -0.05 0.14
H 2.420480 -6.289761 -3.880797 0.00 0.00 -0.01
H 2.441067 -5.224242 -2.458823 -0.01 0.02 0.00
H 3.890307 -5.415649 -3.424713 0.00 -0.01 0.00
H 1.336433 -5.368110 -5.789386 0.00 0.00 0.00
H 1.301879 -1.157846 -6.496563 -0.01 0.00 0.02
H 2.589882 -0.794622 -4.430298 0.02 -0.01 -0.01
H 3.509287 -0.709189 -2.593132 0.00 0.00 0.00
H 4.004967 -1.697230 -1.220303 -0.01 0.01 0.01
```
Positions in Å, forces in eV/Å.

Atom charges from the Löwdin analysis, given in e for atoms 1 to 8: 0.846, -0.018, -0.113, -0.017, -0.023, 0.031, -0.635, 0.705


Entry 2:
A 15-piece molecular cluster, H28NO17 overall. Source: the OMol25 dataset; level of theory: ωB97M-V/def2-TZVPD.

Computed properties:
HOMO energy, eV: -7.334
Net charge: -1
Multiplicity: 1
LUMO level, eV: 2.5
HOMO-LUMO gap, eV: 9.8

Structure (XYZ):
```
46
Properties=species:S:1:pos:R:3:forces:R:3
N 0.272264 -0.334229 0.370599 -0.59 -1.61 -0.50
O -0.938736 -0.560661 0.557140 0.57 0.59 0.06
O 0.682780 0.372637 -0.541883 -0.18 1.11 -0.47
O 1.111568 -0.989662 1.017990 0.27 0.12 0.88
O 3.031122 -2.884917 2.600417 1.68 -0.94 0.74
H 2.733888 -2.001108 2.729241 -0.87 0.66 -0.17
H 2.516922 -3.367703 1.969901 -0.79 0.21 -0.46
O -1.299102 -3.126157 1.636511 -0.42 0.13 -0.02
H -2.220536 -3.008971 1.926909 0.53 -0.02 -0.20
H -1.088243 -2.303047 1.151329 -0.01 -0.49 0.61
O -2.510147 1.192402 -0.705293 -1.81 2.20 0.31
H -2.023537 0.422121 -0.570166 1.26 -2.07 0.75
H -2.241528 1.424252 -1.588189 -0.03 0.40 -0.97
O 3.189955 1.058572 0.838340 0.18 1.19 -0.52
H 3.755036 0.856157 1.567827 0.80 -0.15 0.70
H 2.728604 0.245240 0.687261 -0.59 -0.97 -0.33
O -1.010023 2.542804 -2.730571 -0.04 -0.03 -0.04
H -0.798300 2.067386 -3.523617 -0.23 -0.44 -0.96
H -0.127244 2.562300 -2.347131 0.15 0.58 0.58
O 0.260788 -1.320047 3.569320 2.12 -0.16 0.24
H 0.677399 -1.090273 2.703603 -1.25 -0.21 0.86
H -0.655246 -1.120515 3.580244 -1.04 0.34 -0.53
O 3.048314 -1.613764 -0.617075 2.31 -1.31 -1.05
H 3.045544 -0.902894 -1.236239 -0.16 0.78 -0.50
H 2.287389 -1.548295 -0.085373 -1.67 0.26 1.06
O 0.760445 0.102509 -3.280485 0.51 -0.40 -1.41
H 0.569652 0.191409 -2.363977 -0.57 0.51 1.68
H 1.234673 -0.734595 -3.273082 0.11 -0.13 -0.41
O 1.700942 2.966237 -1.875451 0.35 2.63 0.35
H 2.306997 3.604297 -1.412368 -0.99 -0.99 -0.68
H 2.059881 2.124124 -1.704584 0.78 -1.77 0.47
O -2.841543 -2.533005 -0.718859 0.38 -0.56 -0.50
H -3.579894 -2.114093 -1.167204 0.08 0.35 0.22
H -2.637165 -2.037014 0.084028 -0.67 0.05 -0.29
O 1.434625 1.954013 2.739840 -1.71 1.47 2.32
H 1.936740 1.688720 2.020244 1.70 -1.04 -2.40
H 1.272061 2.886664 2.542497 -0.24 -0.23 0.22
O -2.050279 -0.599172 -2.760055 -1.03 -0.29 0.25
H -1.397415 -0.310103 -3.373287 1.00 0.27 -0.69
H -1.585545 -1.119148 -2.100698 -0.06 -0.37 0.14
O -0.862227 3.357653 -0.011962 0.89 1.37 0.73
H 0.036521 3.078078 -0.220102 -0.34 -0.23 -0.11
H -1.468543 2.680228 -0.290884 -0.41 -0.97 -0.16
O -3.632525 -0.936036 1.449993 -1.82 -2.03 0.33
H -4.549988 -0.661279 1.307985 0.40 -0.08 -0.03
H -3.136342 -0.161116 1.447314 1.46 2.31 -0.09
```
Positions in Å, forces in eV/Å.

Atom charges from the natural (NBO) analysis, given in e for atoms 1 to 8: 0.756, -0.528, -0.540, -0.567, -0.954, 0.476, 0.480, -0.956


Entry 3:
C3H6N2O3 as an isolated structure. Source: the OMol25 dataset; level of theory: ωB97M-V/def2-TZVPD.

Computed properties:
HOMO energy, eV: -10.188
Multiplicity: 1
LUMO level, eV: -0.4
HOMO-LUMO gap, eV: 9.8

Structure (XYZ):
```
14
Properties=species:S:1:pos:R:3:forces:R:3
C -1.385600 -0.325999 0.039177 -5.68 -0.02 -0.17
C -0.790607 1.245519 -0.373581 -14.78 -0.54 1.15
C 1.773542 -0.336712 0.543076 3.88 -1.84 -1.85
H 0.137163 -1.207358 -0.642112 -0.13 -0.76 0.44
H -1.380099 2.106600 0.259029 1.13 -2.48 -0.54
H -1.295003 1.396846 -1.344515 -0.26 -0.21 0.07
H 0.829568 2.558480 -0.313722 -1.58 -4.49 -1.64
H 0.903340 1.133010 1.670225 -0.26 0.24 -0.30
H 2.206216 -0.404319 1.705374 -0.42 -1.38 -3.09
N 0.425274 1.357043 -0.564024 13.52 4.31 3.63
N 0.990521 0.741752 0.739059 1.52 -0.90 -3.82
O -0.682016 -1.451378 -0.130267 1.15 1.88 -0.83
O -2.626322 -0.492892 0.300802 5.27 1.80 -0.56
O 2.196367 -1.027189 -0.646980 -3.36 4.40 7.50
```
Positions in Å, forces in eV/Å.

Atom charges from the natural (NBO) analysis, given in e for atoms 1 to 8: 0.762, -0.323, 0.493, 0.513, 0.188, 0.236, 0.378, 0.414


Short version: ΔE to the lowest compared entry with this formula, charge and spin = 1.0; 18.7; 177.7 kcal/mol, in the order given.
Short version: max |F| = 0.730; 3.232; 14.837 eV/Å, in the order given.